# C19H43N5O10

A cluster of 3 separate species, C19H43N5O10 in total in a non-equilibrium geometry (wB97M-V/def2-TZVPD, the OMol25 dataset).

The geometry in XYZ format:
```
77
C19H43N5O10 | the OMol25 dataset | wB97M-V/def2-TZVPD
C -1.41 -3.12 -0.37
C 0.01 -2.98 -0.81
O 0.43 -3.25 -1.91
N 0.88 -2.46 0.25
C 1.91 -1.58 -0.19
C 3.32 -1.72 0.31
O 1.60 -0.71 -0.99
N 1.14 -3.39 1.27
C 1.29 -2.84 2.60
C 0.02 -3.01 3.48
N -0.55 -4.32 3.47
N 0.47 -2.79 4.85
N -1.01 -2.10 3.00
C 1.91 -4.49 0.91
O 2.48 -4.64 -0.14
O 1.87 -5.48 1.87
H -1.90 -2.16 -0.51
H -1.42 -3.34 0.69
H -1.89 -3.92 -0.92
H 3.86 -0.86 -0.07
H 3.35 -1.65 1.39
H 3.79 -2.62 -0.04
H 1.48 -1.77 2.54
H 2.12 -3.29 3.12
H -0.99 -4.52 2.58
H 0.11 -5.03 3.73
H 1.13 -2.02 4.88
H -0.31 -2.56 5.44
H -1.49 -1.66 3.77
H -0.62 -1.38 2.41
H 2.69 -5.48 2.37
C 7.98 4.40 -3.90
O 6.81 3.87 -3.32
C 6.26 4.72 -2.34
C 4.83 4.35 -2.05
O 3.90 4.86 -2.99
C 3.83 4.18 -4.24
C 3.08 2.86 -4.18
O 3.92 1.84 -3.67
C 3.17 0.71 -3.27
H 8.76 4.56 -3.14
H 8.35 3.68 -4.63
H 7.77 5.35 -4.41
H 6.31 5.76 -2.67
H 6.85 4.62 -1.42
H 4.55 4.83 -1.10
H 4.72 3.27 -1.92
H 4.82 4.05 -4.68
H 3.26 4.85 -4.89
H 2.76 2.59 -5.19
H 2.20 2.98 -3.54
H 2.47 0.96 -2.48
H 3.88 -0.04 -2.90
H 2.63 0.28 -4.12
C -6.12 0.27 4.42
O -5.87 0.71 3.11
C -4.52 0.51 2.73
C -4.37 0.59 1.23
O -4.73 -0.60 0.55
C -6.12 -0.87 0.43
C -6.82 -0.02 -0.61
O -7.12 1.26 -0.09
C -7.44 2.18 -1.11
H -5.50 0.81 5.15
H -7.17 0.47 4.64
H -5.94 -0.81 4.52
H -4.17 -0.47 3.08
H -3.91 1.30 3.19
H -3.31 0.72 1.01
H -4.90 1.45 0.82
H -6.63 -0.80 1.39
H -6.18 -1.91 0.10
H -7.76 -0.51 -0.90
H -6.18 0.06 -1.49
H -6.60 2.31 -1.80
H -7.66 3.13 -0.64
H -8.33 1.85 -1.67
```

2S+1: 1
Strongest force on any atom in eV/Å: 1.583
HOMO level in eV: -9.0
Kohn-Sham gap in eV: 9.25
E_tot in eV: -48322.2110
SMILES: CC(=O)N(C(C)=O)N(CC(N)(N)N)C(=O)O.COCCOCCOC.COCCOCCOC

Here are the Mulliken charges for atoms 1 to 6, given in e: -0.912, 0.553, -0.509, 0.264, 0.690, -1.203